1.
Formula: C12H20AsBr2F6NO2S
Source: OMol25
Level of theory: ωB97M-V with the def2-TZVPD basis set

Its highest occupied orbital energy is -10.50 eV. The HOMO-LUMO gap comes out at 8.266 eV.

Last column: Löwdin charge in e.
Geometry (Å):
C  -3.104  -0.758  2.800  0.003
C  -3.392  -2.129  2.263  -0.508
O  -4.326  -2.803  2.635  0.120
O  -2.502  -2.638  1.366  -0.004
C  -2.158  -1.861  0.222  -0.200
C  -0.704  -2.133  -0.134  -0.132
C  -0.107  -1.259  -1.273  -0.164
C  -1.047  -0.295  -2.022  -0.202
C  -1.228  1.126  -1.446  -0.413
S  -1.993  2.122  -2.855  1.096
C  -0.541  2.862  -3.211  -0.371
N  0.415  2.676  -2.356  0.064
C  0.091  1.859  -1.188  -0.364
C  0.290  2.633  0.114  -0.689
Br  -1.037  4.017  0.319  0.731
C  0.356  1.592  1.258  -0.750
C  1.817  1.281  1.513  -0.128
Br  -0.500  2.253  2.878  0.698
H  -3.679  -0.642  3.713  0.094
H  -2.044  -0.595  2.961  0.069
H  -3.469  -0.007  2.096  0.083
H  -2.369  -0.798  0.361  0.098
H  -2.802  -2.209  -0.592  0.133
H  -0.112  -1.993  0.771  0.117
H  -0.640  -3.173  -0.439  0.124
H  0.784  -0.758  -0.901  0.067
H  0.253  -1.958  -2.027  0.124
H  -2.033  -0.733  -2.173  0.112
H  -0.625  -0.144  -3.019  0.108
H  -1.935  1.249  -0.629  0.102
H  -0.432  3.445  -4.116  0.118
H  1.341  3.075  -2.435  0.186
H  0.882  1.103  -1.130  0.149
H  1.272  3.095  0.053  0.096
H  -0.149  0.672  0.965  0.076
H  2.457  2.159  1.454  0.095
H  1.971  0.838  2.494  0.080
H  2.121  0.516  0.796  0.049
F  2.405  -1.733  -0.125  -0.281
As  4.151  -1.691  0.132  0.705
F  4.140  -0.087  -0.577  -0.286
F  4.390  -2.377  -1.435  -0.254
F  5.851  -1.582  0.389  -0.245
F  4.093  -3.258  0.847  -0.244
F  3.849  -0.959  1.684  -0.262

***

2.
Formula: C36H30Cl2NORhSb2
Source: OMol25
Level of theory: ωB97M-V with the def2-TZVPD basis set

Its highest occupied orbital energy (alpha / beta) is -13.38 / -13.86 eV. The energy above the lowest of the compared OMol25 structures with the same formula, charge and spin is 56.3 kJ/mol. The multiplicity is 5. The HOMO-LUMO gap (alpha / beta) comes out at 7.304 / 5.634 eV. The net charge is +2.

Last column: Löwdin charge in e.
Geometry (Å):
Rh  -0.531  -1.067  0.682  0.607
Cl  0.656  -5.486  3.287  0.835
C  -0.877  -5.045  2.710  -0.555
C  -1.960  -5.890  2.877  -0.089
C  -3.216  -5.541  2.413  -0.562
Cl  -4.508  -6.624  2.608  0.851
C  -3.447  -4.273  1.775  -0.144
C  -4.701  -3.832  1.318  0.027
C  -4.815  -2.578  0.769  0.010
C  -3.675  -1.779  0.660  -0.080
N  -2.480  -2.192  1.052  0.021
C  -2.356  -3.409  1.609  -0.135
C  -1.013  -3.782  2.039  -0.349
O  -0.050  -3.018  1.825  -0.129
H  -1.820  -6.839  3.378  0.126
H  -5.560  -4.482  1.410  0.111
H  -5.768  -2.202  0.427  0.129
H  -3.741  -0.778  0.253  0.091
C  -0.881  2.441  1.364  -0.346
C  -0.150  1.672  2.463  -0.395
C  1.358  1.520  2.195  -0.346
Sb  1.945  -0.545  1.792  1.599
C  2.092  -0.567  -0.377  -0.412
C  1.363  -1.494  -1.126  -0.223
C  1.457  -1.507  -2.512  -0.060
C  2.312  -0.616  -3.145  -0.050
C  3.053  0.293  -2.402  -0.046
C  2.930  0.335  -1.020  -0.111
C  4.094  -0.461  2.025  -0.378
C  4.823  -1.539  1.542  -0.129
C  6.208  -1.466  1.543  -0.055
C  6.843  -0.334  2.037  -0.049
C  6.100  0.728  2.529  -0.056
C  4.711  0.667  2.541  -0.116
Sb  -1.055  1.227  -0.416  1.517
C  0.067  2.216  -1.927  -0.377
C  -0.220  1.901  -3.251  -0.134
C  0.428  2.578  -4.273  -0.064
C  1.359  3.564  -3.974  -0.059
C  1.637  3.880  -2.652  -0.066
C  0.991  3.206  -1.625  -0.131
C  -2.958  1.923  -1.067  -0.389
C  -3.835  1.084  -1.746  -0.161
C  -5.039  1.590  -2.220  -0.070
C  -5.349  2.927  -2.029  -0.058
C  -4.465  3.766  -1.365  -0.055
C  -3.266  3.266  -0.879  -0.118
H  -0.383  3.387  1.152  0.067
H  -1.908  2.652  1.665  0.065
H  -0.631  0.685  2.583  0.050
H  -0.303  2.175  3.419  0.116
H  1.940  1.843  3.057  0.052
H  1.676  2.110  1.333  0.050
H  0.801  -2.299  -0.629  0.077
H  0.900  -2.233  -3.090  0.118
H  2.409  -0.640  -4.222  0.122
H  3.723  0.981  -2.901  0.123
H  3.518  1.041  -0.445  0.112
H  4.330  -2.424  1.157  0.105
H  6.789  -2.294  1.158  0.118
H  7.924  -0.285  2.051  0.119
H  6.596  1.611  2.909  0.118
H  4.143  1.496  2.943  0.093
H  -0.958  1.142  -3.489  0.102
H  0.201  2.345  -5.306  0.115
H  1.859  4.096  -4.772  0.116
H  2.351  4.660  -2.419  0.114
H  1.205  3.468  -0.595  0.086
H  -3.576  0.046  -1.928  0.088
H  -5.729  0.942  -2.745  0.112
H  -6.285  3.318  -2.405  0.117
H  -4.704  4.813  -1.235  0.117
H  -2.576  3.922  -0.363  0.101

***

3.
Formula: C35H30BCo2F3O8
Source: OMol25
Level of theory: ωB97M-V with the def2-TZVPD basis set

Its highest occupied orbital energy is -6.48 eV. The energy above the lowest of the compared OMol25 structures with the same formula, charge and spin is 65.3 kJ/mol. The HOMO-LUMO gap comes out at 2.639 eV.

Last column: Löwdin charge in e.
Geometry (Å):
O  -7.254  0.821  -5.552  0.183
C  -6.303  1.149  -4.994  -0.086
Co  -4.866  1.511  -4.014  0.145
C  -3.531  1.314  -5.128  -0.085
O  -2.555  1.178  -5.745  0.179
C  -4.888  3.267  -3.924  -0.089
O  -4.822  4.418  -3.772  0.167
C  -4.745  0.152  -2.585  -0.210
C  -3.840  1.142  -2.210  -0.230
C  -2.546  1.598  -2.227  0.033
C  -2.063  2.872  -1.722  -0.209
C  -0.830  3.360  -2.238  -0.006
C  -0.271  4.536  -1.758  -0.046
C  -0.921  5.271  -0.760  -0.033
C  -2.138  4.810  -0.252  -0.044
C  -2.717  3.630  -0.722  0.008
Co  -5.707  0.995  -1.202  0.123
C  -7.310  0.445  -1.772  -0.087
O  -8.330  0.103  -2.194  0.172
C  -6.153  2.630  -0.647  -0.096
O  -6.363  3.723  -0.324  0.159
C  -5.291  0.062  0.257  -0.049
O  -4.823  -0.528  1.142  0.181
H  -4.575  -0.926  -2.690  0.109
H  -1.827  1.031  -2.833  0.134
H  -0.315  2.777  -3.012  0.131
H  0.679  4.883  -2.164  0.117
H  -0.481  6.195  -0.389  0.118
H  -2.639  5.372  0.534  0.115
H  -3.642  3.243  -0.281  0.094
C  4.607  -0.250  -1.861  -0.037
C  4.781  -1.276  -0.757  -0.527
C  6.200  -1.813  -0.742  -0.062
C  4.484  -0.651  0.627  -0.129
O  3.094  -0.336  0.759  -0.027
B  2.110  -1.317  0.421  -0.879
C  2.031  -2.391  1.674  -0.074
C  2.365  -1.989  2.961  -0.020
C  2.377  -2.916  4.006  -0.014
C  2.070  -4.244  3.733  -0.157
C  2.089  -5.228  4.872  -0.532
F  1.784  -6.492  4.469  0.104
F  3.320  -5.275  5.472  0.105
F  1.184  -4.876  5.839  0.104
C  1.747  -4.662  2.449  -0.017
C  1.728  -3.719  1.416  -0.027
C  0.560  -0.662  0.228  -0.201
C  0.552  0.233  -0.992  -0.061
C  0.143  0.002  1.501  -0.207
C  -1.005  -0.420  2.195  -0.043
C  -1.365  0.178  3.404  -0.107
C  -0.599  1.223  3.932  -0.116
C  0.530  1.665  3.234  -0.091
C  0.890  1.069  2.023  -0.036
O  2.450  -2.081  -0.756  -0.026
C  3.809  -2.466  -0.957  -0.143
H  3.574  0.122  -1.873  0.080
H  5.296  0.583  -1.689  0.084
H  4.837  -0.721  -2.822  0.084
H  6.314  -2.556  0.058  0.085
H  6.441  -2.295  -1.697  0.084
H  6.921  -1.005  -0.572  0.085
H  4.789  -1.353  1.430  0.132
H  5.045  0.289  0.759  0.130
H  2.613  -0.948  3.181  0.118
H  2.627  -2.589  5.014  0.117
H  1.513  -5.700  2.231  0.109
H  1.476  -4.048  0.407  0.117
H  -0.090  -1.531  0.062  0.130
H  0.858  -0.340  -1.878  0.086
H  -0.455  0.637  -1.174  0.037
H  1.242  1.079  -0.853  0.087
H  -1.608  -1.234  1.779  0.106
H  -2.252  -0.176  3.930  0.092
H  -0.883  1.697  4.875  0.091
H  1.143  2.477  3.629  0.096
H  1.776  1.412  1.483  0.115
H  3.871  -2.849  -1.989  0.129
H  4.082  -3.290  -0.263  0.131

***

4.
Formula: C47H51ClNO9SSi2
Source: OMol25
Level of theory: ωB97M-V with the def2-TZVPD basis set

Its highest occupied orbital energy is -11.30 eV. The HOMO-LUMO gap comes out at 7.064 eV. The net charge is +1.

Last column: Löwdin charge in e.
Geometry (Å):
C  5.781  2.168  0.358  -0.004
O  4.958  1.060  -0.075  0.000
C  4.185  0.573  0.878  -0.494
O  4.420  0.611  2.044  0.184
C  2.911  -0.061  0.436  -0.054
C  1.989  0.592  -0.356  0.081
C  0.792  -0.037  -0.709  -0.161
C  -0.184  0.739  -1.548  -0.101
C  0.170  0.801  -3.065  -0.127
C  1.231  -0.189  -3.567  -0.201
C  2.647  0.406  -3.588  -0.286
S  3.487  0.217  -5.134  0.310
O  4.681  1.002  -5.077  -0.343
O  2.650  0.547  -6.239  -0.305
Cl  4.062  -1.720  -5.235  0.430
N  0.542  -1.293  -0.279  0.030
C  -0.705  -1.962  -0.673  -0.070
C  -1.801  -1.950  0.408  -0.229
O  -2.830  -1.061  0.030  -0.216
Si  -3.098  0.320  0.984  0.450
C  -3.888  1.585  -0.152  -0.144
C  -4.258  -0.192  2.359  -0.132
C  -1.517  1.103  1.662  -0.135
C  1.432  -1.965  0.517  -0.128
Si  1.172  -3.743  1.224  0.603
C  -0.151  -3.785  2.563  -0.156
C  2.754  -4.312  2.069  -0.169
C  0.829  -5.000  -0.144  -0.159
C  2.617  -1.351  0.867  0.031
H  6.606  1.810  0.962  0.101
H  6.193  2.641  -0.521  0.090
H  5.201  2.902  0.906  0.105
H  2.196  1.591  -0.704  0.137
H  -1.205  0.416  -1.396  0.087
H  -0.156  1.751  -1.156  0.124
H  0.530  1.801  -3.285  0.117
H  -0.742  0.689  -3.639  0.120
H  0.986  -0.389  -4.609  0.106
H  1.212  -1.155  -3.067  0.112
H  3.281  -0.022  -2.818  0.097
H  2.636  1.476  -3.406  0.088
H  -1.141  -1.455  -1.520  0.126
H  -0.489  -2.962  -1.028  0.111
H  -2.221  -2.954  0.431  0.114
H  -1.400  -1.727  1.395  0.095
H  -4.965  1.445  -0.174  0.037
H  -3.721  2.551  0.323  0.038
H  -3.448  1.587  -1.143  0.026
H  -5.027  -0.808  1.905  0.012
H  -3.710  -0.757  3.107  0.039
H  -4.718  0.698  2.779  0.044
H  -1.237  1.985  1.097  0.030
H  -1.726  1.399  2.689  0.044
H  -0.668  0.424  1.718  0.016
H  -1.158  -3.927  2.189  0.021
H  0.098  -4.555  3.285  0.046
H  -0.075  -2.843  3.109  0.041
H  3.588  -4.063  1.412  0.037
H  2.734  -5.395  2.117  0.043
H  2.900  -3.861  3.044  0.046
H  1.027  -4.620  -1.143  0.030
H  -0.231  -5.249  -0.115  0.035
H  1.398  -5.903  0.048  0.038
H  3.333  -1.840  1.507  0.115
C  -8.475  -7.267  6.222  -0.049
C  -7.612  -8.276  5.808  -0.050
C  -6.777  -8.075  4.722  0.000
C  -6.809  -6.867  4.038  -0.085
C  -7.692  -5.861  4.441  -0.083
C  -8.516  -6.063  5.541  0.002
C  -7.777  -4.574  3.698  -0.276
O  -8.535  -3.694  4.046  0.114
C  -6.905  -4.394  2.500  -0.076
C  -7.004  -3.223  1.758  -0.002
C  -6.192  -3.037  0.654  -0.073
C  -5.271  -4.014  0.288  -0.068
C  -5.172  -5.184  1.020  -0.007
C  -5.993  -5.381  2.124  -0.080
C  -5.893  -6.662  2.884  -0.278
O  -5.085  -7.508  2.562  0.105
H  -9.121  -7.424  7.076  0.111
H  -7.590  -9.220  6.336  0.110
H  -6.101  -8.854  4.400  0.121
H  -9.190  -5.278  5.856  0.123
H  -7.718  -2.464  2.050  0.124
H  -6.271  -2.127  0.072  0.108
H  -4.635  -3.861  -0.575  0.103
H  -4.464  -5.951  0.739  0.118
C  4.112  3.985  -2.373  -0.080
C  5.065  3.891  -3.384  -0.046
C  5.749  5.025  -3.788  0.015
C  5.476  6.251  -3.191  -0.072
C  4.506  6.342  -2.192  -0.080
C  3.831  5.202  -1.779  -0.008
C  4.165  7.654  -1.568  -0.277
O  3.323  7.720  -0.696  0.105
C  4.878  8.866  -2.049  -0.085
C  4.541  10.106  -1.521  0.000
C  5.205  11.242  -1.949  -0.050
C  6.214  11.146  -2.901  -0.048
C  6.552  9.914  -3.435  0.003
C  5.882  8.772  -3.019  -0.083
C  6.237  7.460  -3.628  -0.274
O  7.116  7.368  -4.456  0.118
H  3.583  3.095  -2.050  0.074
H  5.260  2.932  -3.847  0.086
H  6.494  4.965  -4.569  0.127
H  3.087  5.278  -0.996  0.117
H  3.758  10.176  -0.779  0.121
H  4.938  12.208  -1.541  0.110
H  6.735  12.035  -3.229  0.111
H  7.333  9.835  -4.178  0.123

***

5.
Formula: FH3N2OS
Source: OMol25
Level of theory: ωB97M-V with the def2-TZVPD basis set

Its highest occupied orbital energy is -9.45 eV. The energy above the lowest of the compared OMol25 structures with the same formula, charge and spin is 358.3 kJ/mol. The HOMO-LUMO gap comes out at 10.187 eV.

Last column: Löwdin charge in e.
Geometry (Å):
N  1.440  -0.055  0.346  0.067
N  0.418  -0.215  -0.513  -0.074
F  -0.314  -1.615  -0.382  -0.224
O  -0.531  0.840  0.085  -0.631
S  -2.055  0.541  0.040  0.806
H  1.135  -0.028  1.266  0.072
H  2.348  -0.485  0.316  0.116
H  -2.440  1.017  -1.158  -0.131

***

6.
Formula: C5H13N3O
Source: OMol25
Level of theory: ωB97M-V with the def2-TZVPD basis set

Its highest occupied orbital energy is -7.99 eV. The energy above the lowest of the compared OMol25 structures with the same formula, charge and spin is 403.5 kJ/mol. The HOMO-LUMO gap comes out at 8.487 eV.

Last column: Löwdin charge in e.
Geometry (Å):
C  -1.038  0.257  0.497  -0.441
C  -0.415  1.591  0.242  -0.019
C  -2.458  0.054  0.073  -0.037
C  -0.037  -0.807  -1.928  -0.081
N  -0.387  -0.608  1.198  0.128
H  0.877  -0.825  0.791  0.097
H  -0.898  -1.430  1.500  0.103
H  0.667  1.541  0.308  0.073
H  -0.770  2.289  1.005  0.102
H  -0.701  1.970  -0.736  0.085
H  -2.786  -0.973  0.230  0.085
H  -3.104  0.713  0.660  0.095
H  -2.582  0.314  -0.977  0.082
H  -0.588  0.030  -2.348  0.015
H  -0.718  -1.564  -1.549  0.017
H  0.525  -1.269  -2.739  0.016
N  2.044  -0.948  0.097  -0.102
N  2.714  -0.295  1.130  -0.023
C  3.044  0.798  1.477  -0.371
O  3.458  1.733  2.053  0.096
H  2.273  -1.936  0.203  0.059
H  0.881  -0.634  -1.185  0.023